Record 1
This record from OMol25 describes a single CBrFN2O2 molecule in a non-equilibrium geometry. The level of theory is ωB97M-V/def2-TZVPD.

As for the highest occupied orbital energy: -10.647 eV. Its structure (SMILES) is O=C(Br)/[N+]([O-])=N\F. The calculation puts the total energy at -80866.2221 eV. The gap between HOMO and LUMO is 9.64 eV.

Geometry as XYZ:
```
7
CBrFN2O2, DFT ωB97M-V/def2-TZVPD
C 0.90 0.58 0.31
N -1.22 -0.88 -0.67
N -0.31 -0.72 0.21
O 1.90 0.50 0.88
O -0.30 -1.31 1.26
F -0.84 -0.29 -1.85
Br -0.12 2.12 -0.15
```

=====

Record 2
This record from OMol25 describes a molecular structure, C3H6BrClIN in a non-equilibrium geometry. The level of theory is ωB97M-V/def2-TZVPD.

As for the highest occupied orbital energy (alpha / beta): -8.150 / -8.151 eV. The calculation puts the total energy at -95359.2841 eV. The gap between HOMO and LUMO (alpha / beta) is 6.73 / 6.73 eV.

Geometry as XYZ:
```
13
C3H6BrClIN, DFT ωB97M-V/def2-TZVPD
C 0.92 0.64 0.78
C 0.98 -0.89 -1.15
C -1.87 0.04 0.44
N 0.56 -0.60 0.24
Cl -2.24 -0.34 2.09
Br -2.68 -1.19 -0.75
I -2.28 2.03 -0.04
H 0.71 1.57 0.06
H 0.46 0.91 1.82
H 2.03 0.64 0.85
H 1.99 -1.39 -0.95
H 0.28 -1.46 -1.78
H 1.14 0.05 -1.60
```

=====

Record 3
This record from OMol25 describes a single C5H6O molecule. The level of theory is ωB97M-V/def2-TZVPD.

As for the highest occupied orbital energy: -10.044 eV. Its structure (SMILES) is CCC#CC=O. The calculation puts the total energy at -7326.5791 eV. The gap between HOMO and LUMO is 10.41 eV.

Geometry as XYZ:
```
12
C5H6O, DFT ωB97M-V/def2-TZVPD
C 1.06 -0.65 0.46
C 1.24 0.25 -0.80
C -0.14 0.68 -0.98
C -1.31 0.83 -0.66
C -2.24 0.37 0.36
O -1.83 0.17 1.49
H 1.87 -0.54 1.18
H 0.15 -0.35 0.99
H 0.93 -1.69 0.15
H 1.64 -0.29 -1.67
H 1.90 1.10 -0.61
H -3.28 0.13 0.11
```

=====

Record 4
This record from OMol25 describes a single C5H10OS molecule in a non-equilibrium geometry. The level of theory is ωB97M-V/def2-TZVPD.

As for the highest occupied orbital energy: -8.474 eV. Its structure (SMILES) is C[C@@H]1SC[C@@H]1CO. The calculation puts the total energy at -18228.7102 eV. The gap between HOMO and LUMO is 9.23 eV.

Geometry as XYZ:
```
17
C5H10OS, DFT ωB97M-V/def2-TZVPD
C 1.96 0.27 -0.42
C 0.84 -0.67 -0.35
C -1.37 -0.91 -0.03
C -0.15 -0.62 0.84
C -0.19 0.64 1.72
H 1.57 1.26 -0.32
H 2.66 0.03 0.44
H 2.48 0.28 -1.39
H 1.13 -1.73 -0.32
H -2.19 -0.21 0.10
H -1.65 -1.98 0.02
H 0.05 -1.45 1.57
H -1.16 0.59 2.29
H 0.56 0.60 2.52
H -0.98 2.15 0.83
O -0.06 1.90 1.14
S -0.53 -0.44 -1.59
```

=====

Record 5
This record from OMol25 describes 2 unconnected molecules or ions with the total composition C5H5NO2 in a non-equilibrium geometry. The level of theory is ωB97M-V/def2-TZVPD.

As for the highest occupied orbital energy: -8.965 eV. Its structure (SMILES) is C=C=C=O.CN=C=O. The calculation puts the total energy at -10847.6354 eV. The gap between HOMO and LUMO is 8.28 eV.

Geometry as XYZ:
```
13
C5H5NO2, DFT ωB97M-V/def2-TZVPD
C 2.23 -0.88 0.02
C -0.92 0.77 0.98
C 2.68 0.23 -0.44
C 2.39 -2.15 0.39
C -2.85 1.17 -0.52
N -1.62 1.31 0.16
O -0.21 0.43 1.83
O 2.81 1.33 -0.87
H 3.46 -2.66 0.35
H 1.58 -2.85 0.42
H -3.02 0.02 -0.92
H -3.69 1.48 0.07
H -2.85 1.79 -1.46
```

=====

Record 6
This record from OMol25 describes 3 unconnected molecules or ions with the total composition C4H12O2 in a non-equilibrium geometry. The level of theory is ωB97M-V/def2-TZVPD.

As for the highest occupied orbital energy: -9.031 eV. The calculation puts the total energy at -8428.4864 eV. The gap between HOMO and LUMO is 4.45 eV.

Geometry as XYZ:
```
18
C4H12O2, DFT ωB97M-V/def2-TZVPD
C 1.28 0.03 -0.92
C -0.05 0.68 -0.98
C -1.18 -0.09 -0.28
C -0.97 -0.12 1.18
H 2.13 0.61 -1.28
H 1.60 -0.27 0.06
H 1.33 -0.86 -1.56
H -0.35 0.91 -2.00
H -0.11 1.60 -0.29
H -1.26 -1.13 -0.76
H -1.33 0.81 1.61
H -1.44 -0.94 1.71
H -2.12 0.36 -0.59
H 1.58 2.48 1.29
O 0.94 1.78 1.07
H 0.01 -3.25 0.29
H 0.04 -0.24 1.47
O -0.10 -2.34 -0.02
```

=====

Record 7
This record from OMol25 describes 5 unconnected molecules or ions with the total composition C36H70F17N9O10P in a non-equilibrium geometry. The level of theory is ωB97M-V/def2-TZVPD.

As for the net charge: +1. As for the highest occupied orbital energy: -9.626 eV. The calculation puts the total energy at -127826.6892 eV. The gap between HOMO and LUMO is 5.61 eV.

Geometry as XYZ:
```
143
C36H70F17N9O10P, DFT ωB97M-V/def2-TZVPD
N 3.96 -1.28 1.24
P 5.12 -0.24 1.03
O 5.76 0.04 2.47
O 6.22 -0.96 0.08
C 4.53 1.35 0.30
N 5.23 2.39 -0.18
C 4.34 3.29 -0.61
N 4.69 4.46 -1.18
N 3.07 2.84 -0.40
C 1.80 3.46 -0.74
C 0.92 3.80 0.50
C -0.21 2.77 0.71
F -0.56 2.66 1.98
F 0.35 1.55 0.36
C -1.41 2.98 -0.28
F -1.05 2.33 -1.42
F -1.54 4.26 -0.67
C -2.77 2.34 0.15
F -2.47 1.15 0.70
F -3.43 2.04 -0.98
C -3.63 3.16 1.16
F -2.87 4.16 1.67
F -3.86 2.38 2.22
C -4.91 3.84 0.61
F -4.52 4.66 -0.39
F -5.37 4.65 1.57
C -6.11 2.98 0.08
F -6.07 2.91 -1.25
F -7.22 3.69 0.34
C -6.35 1.59 0.75
F -6.59 1.84 2.04
F -5.35 0.73 0.57
C -7.65 0.83 0.25
F -8.76 1.34 0.74
F -7.55 -0.39 0.80
F -7.69 0.66 -1.05
N 3.26 1.66 0.15
H 3.07 -0.90 0.92
H 5.91 -0.83 2.89
H 5.87 -0.87 -0.83
H 4.93 4.47 -2.16
H 4.81 5.33 -0.67
H 2.06 4.41 -1.22
H 1.30 2.85 -1.50
H 0.55 4.82 0.40
H 1.58 3.78 1.38
H 2.56 0.99 0.45
C -12.28 7.58 -2.27
O -12.21 6.24 -2.73
C -10.89 5.72 -2.81
C -10.62 4.70 -1.71
N -10.53 5.34 -0.40
C -10.58 4.41 0.73
C -11.80 3.50 0.87
O -13.00 4.18 1.22
C -13.68 4.80 0.14
H -13.29 7.95 -2.47
H -12.12 7.64 -1.19
H -11.56 8.22 -2.78
H -10.14 6.52 -2.81
H -10.82 5.21 -3.77
H -9.68 4.19 -1.93
H -11.43 3.96 -1.76
H -11.30 5.99 -0.30
H -10.51 5.01 1.63
H -9.68 3.78 0.70
H -11.60 2.82 1.71
H -11.96 2.86 0.00
H -13.59 4.23 -0.79
H -13.32 5.82 0.00
H -14.73 4.86 0.40
C 3.86 11.55 -4.37
O 3.09 11.22 -3.23
C 1.78 10.75 -3.53
C 1.65 9.25 -3.28
N 2.40 8.49 -4.27
C 2.58 7.08 -3.94
C 3.30 6.72 -2.63
O 4.68 7.03 -2.61
C 5.01 8.38 -2.33
H 4.73 12.11 -4.03
H 4.22 10.66 -4.88
H 3.29 12.17 -5.07
H 1.47 11.02 -4.54
H 1.10 11.26 -2.83
H 0.60 8.97 -3.33
H 2.01 9.07 -2.26
H 3.32 8.90 -4.39
H 3.15 6.64 -4.76
H 1.60 6.59 -3.94
H 3.24 5.64 -2.53
H 2.80 7.14 -1.75
H 4.30 8.84 -1.62
H 5.05 8.96 -3.25
H 6.00 8.41 -1.89
C 5.74 -3.69 2.74
O 5.00 -4.02 3.90
C 3.69 -4.53 3.62
C 3.60 -6.02 3.89
N 4.36 -6.79 2.91
C 4.57 -8.19 3.26
C 5.31 -8.51 4.56
O 6.69 -8.17 4.55
C 6.98 -6.81 4.81
H 6.60 -3.09 3.06
H 6.12 -4.58 2.24
H 5.15 -3.10 2.04
H 3.37 -4.28 2.61
H 3.01 -4.02 4.31
H 2.55 -6.33 3.86
H 3.98 -6.19 4.91
H 5.26 -6.36 2.77
H 5.14 -8.63 2.44
H 3.60 -8.70 3.27
H 5.28 -9.60 4.68
H 4.81 -8.10 5.44
H 6.28 -6.37 5.53
H 6.99 -6.24 3.88
H 7.98 -6.76 5.24
C 6.72 -13.97 -1.09
O 6.08 -12.84 -1.64
C 4.79 -13.09 -2.17
C 3.70 -12.51 -1.29
N 3.58 -13.24 -0.03
C 2.77 -12.57 0.99
C 3.20 -11.18 1.46
O 4.40 -11.15 2.21
C 5.59 -11.18 1.44
H 7.77 -13.72 -0.95
H 6.30 -14.24 -0.12
H 6.66 -14.83 -1.76
H 4.63 -14.16 -2.35
H 4.74 -12.59 -3.14
H 2.74 -12.56 -1.82
H 3.94 -11.46 -1.12
H 4.50 -13.40 0.35
H 2.78 -13.23 1.87
H 1.74 -12.53 0.64
H 2.42 -10.83 2.14
H 3.24 -10.45 0.65
H 5.48 -10.64 0.50
H 5.91 -12.21 1.26
H 6.38 -10.70 2.03
```

=====

Record 8
This record from OMol25 describes a molecular structure, C23H30N3O4OsS2 in a non-equilibrium geometry. The level of theory is ωB97M-V/def2-TZVPD.

Its multiplicity is 5. As for the net charge: +1. As for the highest occupied orbital energy (alpha / beta): -11.263 / -11.310 eV. The calculation puts the total energy at -61128.2893 eV. The gap between HOMO and LUMO (alpha / beta) is 7.41 / 5.70 eV.

Geometry as XYZ:
```
63
C23H30N3O4OsS2, DFT ωB97M-V/def2-TZVPD
Os 0.13 -0.93 0.37
C -2.12 2.03 2.73
C -1.69 0.72 2.14
N -0.69 0.70 1.27
N -0.14 1.92 1.02
C 0.95 1.98 0.34
S 1.78 0.55 -0.26
S 1.76 3.47 0.02
C 0.40 4.71 0.17
C -0.38 4.67 -1.11
C -1.51 3.86 -1.22
C -2.17 3.76 -2.43
C -1.70 4.44 -3.54
C -0.58 5.26 -3.43
C 0.08 5.36 -2.22
C -2.44 -0.45 2.54
C -3.34 -0.39 3.62
C -4.18 -1.43 3.94
C -4.16 -2.60 3.18
C -3.27 -2.73 2.14
C -2.37 -1.69 1.82
O -1.52 -1.90 0.87
H -1.61 2.84 2.23
H -1.88 2.06 3.79
H -3.19 2.15 2.63
H 0.91 5.67 0.30
H -0.19 4.45 1.04
H -1.87 3.32 -0.36
H -3.04 3.13 -2.52
H -2.21 4.35 -4.49
H -0.22 5.80 -4.29
H 0.95 5.99 -2.13
H -3.38 0.50 4.22
H -4.85 -1.34 4.77
H -4.84 -3.41 3.41
H -3.22 -3.62 1.54
N 1.44 -1.72 2.43
C 1.98 -3.07 2.20
C 0.97 -3.97 1.50
C 1.00 -3.76 -0.05
O 1.21 -4.71 -0.77
O 0.80 -2.56 -0.43
H 2.19 -1.08 2.67
H 0.78 -1.74 3.20
H 2.27 -3.52 3.16
H 2.88 -2.98 1.59
H -0.04 -3.75 1.85
H 1.19 -5.02 1.69
C 4.33 -1.66 -1.24
C 3.58 -1.30 -2.51
O 2.22 -1.13 -2.19
C 1.34 -1.15 -3.30
C 1.14 -2.54 -3.88
H 5.40 -1.71 -1.43
H 3.99 -2.62 -0.87
H 4.14 -0.91 -0.48
H 3.69 -2.10 -3.24
H 3.98 -0.38 -2.95
H 1.69 -0.45 -4.07
H 0.38 -0.78 -2.90
H 2.03 -2.90 -4.39
H 0.33 -2.52 -4.60
H 0.90 -3.24 -3.08
```

=====

Record 9
This record from OMol25 describes a molecular structure, C8H6CrN2O3 in a non-equilibrium geometry. The level of theory is ωB97M-V/def2-TZVPD.

Its multiplicity is 5. As for the net charge: +2. As for the highest occupied orbital energy (alpha / beta): -16.368 / -16.445 eV. The calculation puts the total energy at -45916.7381 eV. The gap between HOMO and LUMO (alpha / beta) is 5.02 / 6.41 eV.

Geometry as XYZ:
```
20
C8H6CrN2O3, DFT ωB97M-V/def2-TZVPD
O 0.00 4.81 -3.60
C 0.00 3.67 -3.33
Cr 0.00 -0.46 -1.71
C 1.89 -1.15 -2.73
C -1.90 -1.15 -2.73
O 2.88 -1.29 -3.35
O -2.89 -1.29 -3.35
N 0.00 -2.13 0.27
C 0.00 -1.08 1.13
C 0.00 -1.05 2.53
C 0.01 0.24 3.11
C 0.01 1.48 2.33
C 0.00 1.32 0.94
N 0.00 0.09 0.39
H -0.01 -1.87 -0.78
H -0.01 -3.09 0.58
H 0.00 -2.01 3.09
H 0.01 0.34 4.16
H 0.01 2.44 2.80
H 0.00 2.18 0.24
```

=====

Record 10
This record from OMol25 describes a single C10H11NO molecule in a non-equilibrium geometry. The level of theory is ωB97M-V/def2-TZVPD.

As for the highest occupied orbital energy: -9.427 eV. Its structure (SMILES) is C#CC[C@@H]1CNC(=O)[C@@H]1CC#C. The calculation puts the total energy at -14073.6270 eV. The gap between HOMO and LUMO is 9.89 eV.

Geometry as XYZ:
```
23
C10H11NO, DFT ωB97M-V/def2-TZVPD
C 3.46 -1.43 0.80
C 2.16 -1.56 0.22
C 0.75 -1.31 -0.63
C 0.47 0.31 -0.91
C 1.60 1.34 -0.24
N 1.08 1.35 1.21
C -0.43 1.06 1.33
O -1.13 0.94 2.46
C -0.86 1.00 -0.25
C -2.36 0.51 -0.69
C -2.79 -0.90 0.02
C -3.42 -2.01 0.66
H 4.61 -1.17 1.02
H 0.88 -1.88 -1.67
H -0.13 -1.75 0.01
H 0.50 0.32 -2.10
H 1.44 2.37 -0.82
H 2.74 1.10 -0.40
H 1.68 0.71 1.81
H -0.73 2.13 -0.60
H -3.11 1.39 -0.49
H -2.33 0.37 -1.87
H -4.11 -2.86 1.15
```

=====

Record 11
This record from OMol25 describes a single C11H9N5O molecule in a non-equilibrium geometry. The level of theory is ωB97M-V/def2-TZVPD.

As for the highest occupied orbital energy: -8.562 eV. Its structure (SMILES) is Nc1nc(N)nc(-c2cc3ccccc3o2)n1. The calculation puts the total energy at -21051.5597 eV. The gap between HOMO and LUMO is 8.63 eV.

Geometry as XYZ:
```
26
C11H9N5O, DFT ωB97M-V/def2-TZVPD
N -0.08 1.69 -0.93
N 1.63 1.05 0.50
N 2.07 2.64 -1.13
O -0.02 -0.83 1.81
C -0.46 -0.15 0.70
C -1.77 -0.47 0.41
C 0.39 0.92 0.05
C 0.83 2.48 -1.47
C 2.37 1.87 -0.14
C -2.30 -3.19 3.59
C -3.45 -2.94 2.78
C -1.12 -2.55 3.26
C -3.37 -2.10 1.67
C -1.04 -1.68 2.14
C -2.16 -1.46 1.37
N 0.40 3.28 -2.46
N 3.47 2.17 0.52
H -2.33 -0.16 -0.47
H -2.33 -3.94 4.41
H -4.36 -3.43 3.02
H -0.20 -2.67 3.84
H -4.26 -1.93 1.07
H 0.91 4.17 -2.50
H -0.59 3.34 -2.46
H 3.87 3.05 0.28
H 3.37 1.93 1.49
```

=====

Record 12
This record from OMol25 describes a molecular structure, C32H48AsN4O8PSTe2W. The level of theory is ωB97M-V/def2-TZVPD.

Its multiplicity is 2. As for the net charge: -1. As for the highest occupied orbital energy (alpha / beta): -4.227 / -4.227 eV. The calculation puts the total energy at -153681.9979 eV. The gap between HOMO and LUMO (alpha / beta) is 6.33 / 5.46 eV.

Geometry as XYZ:
```
98
C32H48AsN4O8PSTe2W, DFT ωB97M-V/def2-TZVPD
W 0.29 -0.54 -0.82
O 0.04 0.66 -2.30
As -2.55 0.74 -0.44
O -3.96 0.81 0.39
O -1.53 -0.59 0.01
C -3.13 0.45 -2.32
C -4.25 1.26 -2.54
C -4.95 1.24 -3.73
C -4.55 0.39 -4.75
C -3.46 -0.43 -4.55
C -2.73 -0.41 -3.36
S -1.26 -1.49 -3.49
O -1.77 -2.73 -4.10
O 1.60 -1.39 -1.56
O -0.94 -1.78 -1.99
H 0.21 0.27 -3.17
H -4.60 1.88 -1.73
H -5.81 1.89 -3.86
H -5.10 0.34 -5.68
H -3.15 -1.13 -5.32
Te -0.77 2.43 0.07
C 1.88 -2.45 2.29
C 1.02 -1.83 1.23
O 1.08 -0.52 1.08
N 0.28 -2.42 0.37
Te 0.77 -4.24 -0.88
C 2.29 -5.73 -1.40
C 3.63 -5.34 -1.37
C 4.07 -3.96 -0.95
C 4.61 -6.28 -1.70
C 4.28 -7.57 -2.07
C 5.35 -8.57 -2.44
C 2.94 -7.92 -2.13
C 1.93 -7.02 -1.80
C 0.50 -7.47 -1.92
C -0.05 -5.35 0.73
C 0.72 -6.07 1.65
C 2.22 -6.14 1.61
C 0.06 -6.75 2.67
C -1.32 -6.73 2.80
C -2.02 -7.47 3.91
C -2.06 -5.97 1.89
C -1.45 -5.28 0.85
C -2.29 -4.45 -0.07
H 1.93 -1.80 3.16
H 2.89 -2.56 1.89
H 1.49 -3.43 2.57
H 3.35 -3.18 -1.21
H 5.02 -3.71 -1.43
H 4.22 -3.92 0.13
H 5.65 -5.98 -1.68
H 6.34 -8.19 -2.20
H 5.33 -8.79 -3.51
H 5.21 -9.51 -1.91
H 2.66 -8.93 -2.44
H 0.43 -8.41 -2.46
H -0.11 -6.73 -2.44
H 0.04 -7.62 -0.93
H 2.66 -5.21 1.25
H 2.57 -6.94 0.95
H 2.61 -6.34 2.61
H 0.65 -7.31 3.39
H -1.30 -7.96 4.56
H -2.69 -8.24 3.50
H -2.62 -6.80 4.51
H -3.13 -5.91 1.99
H -3.34 -4.50 0.21
H -2.21 -4.78 -1.11
H -2.00 -3.39 -0.05
C 2.03 3.26 -2.64
N 3.30 3.02 -1.97
C 4.39 3.84 -2.45
P 3.32 2.08 -0.61
O 2.35 0.98 -0.66
N 4.92 1.58 -0.57
C 5.48 1.17 0.71
C 5.32 0.69 -1.65
N 3.10 3.00 0.73
C 3.59 4.36 0.85
C 2.36 2.50 1.89
H 1.68 4.28 -2.46
H 1.27 2.56 -2.28
H 2.15 3.12 -3.72
H 4.17 4.91 -2.33
H 4.56 3.66 -3.52
H 5.31 3.61 -1.91
H 5.17 1.86 1.50
H 6.57 1.18 0.66
H 5.16 0.16 1.00
H 4.81 0.96 -2.57
H 5.06 -0.35 -1.42
H 6.40 0.75 -1.80
H 4.32 4.58 0.08
H 4.07 4.50 1.82
H 2.77 5.09 0.77
H 1.94 1.52 1.66
H 1.53 3.17 2.13
H 3.02 2.43 2.76
```

=====

Record 13
This record from OMol25 describes a molecular structure, C12H15N3O4PdS. The level of theory is ωB97M-V/def2-TZVPD.

As for the highest occupied orbital energy: -8.877 eV. The calculation puts the total energy at -39664.1826 eV. The gap between HOMO and LUMO is 8.81 eV.

Geometry as XYZ:
```
36
C12H15N3O4PdS, DFT ωB97M-V/def2-TZVPD
Pd -0.24 0.09 -0.20
O -3.19 2.08 1.65
C -2.21 1.65 1.08
O -2.01 0.41 0.74
C -1.08 2.60 0.71
C -1.00 3.96 0.94
C 0.14 4.63 0.50
C 1.17 3.95 -0.14
C 1.03 2.60 -0.34
N -0.07 1.99 0.10
C 2.00 1.64 -1.02
O 3.05 2.04 -1.46
O 1.58 0.40 -1.06
H -1.82 4.46 1.44
H 0.22 5.70 0.67
H 2.06 4.45 -0.49
C 2.41 -2.42 -0.09
N 1.99 -2.41 -1.49
C 3.02 -1.95 -2.42
C 0.70 -2.46 -1.83
S -0.56 -2.17 -0.67
N 0.38 -2.78 -3.09
C 1.22 -3.67 -3.89
C -0.94 -2.52 -3.65
H 3.40 -2.88 -0.05
H 1.71 -2.99 0.51
H 2.48 -1.40 0.28
H 3.58 -1.16 -1.93
H 2.55 -1.51 -3.30
H 3.69 -2.76 -2.71
H 1.95 -4.17 -3.26
H 1.73 -3.15 -4.70
H 0.57 -4.43 -4.34
H -1.38 -1.65 -3.18
H -1.60 -3.37 -3.51
H -0.82 -2.33 -4.72
```

=====

Record 14
This record from OMol25 describes 2 unconnected molecules or ions with the total composition C2H4NP in a non-equilibrium geometry. The level of theory is ωB97M-V/def2-TZVPD.

As for the highest occupied orbital energy (alpha / beta): -8.590 / -8.589 eV. The calculation puts the total energy at -12911.4071 eV. The gap between HOMO and LUMO (alpha / beta) is 8.94 / 8.94 eV.

Geometry as XYZ:
```
8
C2H4NP, DFT ωB97M-V/def2-TZVPD
C -0.17 -0.53 -0.13
C 1.17 -0.27 -0.50
N 0.68 -1.35 0.35
P -1.89 0.11 -0.10
H 1.93 -0.44 -1.24
H 1.85 1.49 0.02
H -1.48 1.39 0.24
H -2.08 -0.40 1.35
```